Record 1
{
  "formula": "C6H13NO3",
  "method": "ωB97M-V/def2-TZVPD",
  "elements": ["C", "C", "C", "C", "C", "C", "N", "O", "O", "O", "H", "H", "H", "H", "H", "H", "H", "H", "H", "H", "H", "H", "H"],
  "xyz": [[0.146, -1.686, -1.951], [0.188, -1.373, 2.424], [0.183, 2.181, 0.402], [0.141, -0.286, -1.366], [0.405, -1.271, 0.961], [0.189, -0.198, 0.206], [3.021, 0.193, -0.011], [4.125, -0.415, -0.189], [3.023, 1.390, 0.448], [-0.405, 0.930, 0.709], [0.212, -1.569, -3.029], [1.017, -2.207, -1.741], [-0.913, -2.059, -1.638], [1.218, -1.345, 2.828], [-0.291, -0.430, 2.657], [-0.415, -2.181, 2.792], [-0.242, 2.652, -0.562], [1.273, 2.113, 0.476], [-0.121, 2.956, 1.205], [-0.797, 0.160, -1.610], [1.078, 0.157, -1.771], [-5.282, 2.294, -0.975], [0.807, -2.148, 0.454]],
  "total_charge": -2,
  "e_tot_ha": -516.6179,
  "de_lowest_ev": 0.000,
  "multiplicity": 1,
  "e_homo_ev": 1.77,
  "lumo_ev": 5.734,
  "max_force_ev_per_a": 3.77
}

Record 2
{
  "formula": "C6H13NO3",
  "method": "ωB97M-V/def2-TZVPD",
  "elements": ["C", "O", "C", "C", "C", "C", "C", "O", "N", "H", "H", "H", "H", "H", "H", "H", "H", "H", "H", "H", "O", "H", "H"],
  "xyz": [[-4.630, -1.202, -2.791], [-3.506, -1.972, -3.149], [-2.509, -1.229, -3.806], [-1.449, -2.180, -4.348], [-1.901, -2.778, -5.670], [-0.042, -1.516, -4.314], [0.282, -2.290, -3.033], [1.353, -2.749, -2.681], [-0.948, -3.241, -3.455], [-5.373, -1.877, -2.352], [-4.350, -0.415, -2.071], [-5.078, -0.707, -3.668], [-2.892, -0.561, -4.599], [-2.091, -0.530, -3.059], [-2.110, -1.982, -6.399], [-1.100, -3.398, -6.096], [-2.817, -3.363, -5.515], [0.584, -1.798, -5.169], [-0.042, -0.428, -4.173], [-1.498, -4.052, -3.188], [-1.242, -2.438, -1.039], [-1.509, -3.444, -1.625], [-2.029, -1.959, -1.357]],
  "e_tot_ha": -516.7598,
  "smiles": "COC[C@@]1(C)CC(=O)N1.O",
  "de_lowest_ev": 4.880,
  "multiplicity": 1,
  "e_homo_ev": -9.07,
  "lumo_ev": 0.456,
  "max_force_ev_per_a": 7.13
}

Record 3
{
  "formula": "C6H13NO3PS",
  "method": "ωB97M-V/def2-TZVPD",
  "elements": ["C", "C", "C", "C", "C", "C", "N", "O", "P", "O", "O", "S", "H", "H", "H", "H", "H", "H", "H", "H", "H", "H", "H", "H", "H"],
  "xyz": [[0.307, -2.117, 0.141], [1.008, -1.074, -0.754], [0.820, 0.282, -0.098], [1.947, 0.888, 0.642], [3.051, 1.509, -0.348], [-0.568, 0.596, 0.120], [-1.023, 1.783, 0.687], [-1.624, -0.102, -0.372], [-3.542, -0.037, -0.349], [-3.934, -0.731, -1.581], [-4.064, 1.286, -0.030], [-3.843, -1.413, 1.364], [-0.849, -2.157, -0.059], [0.568, -1.970, 1.253], [0.566, -2.981, -0.328], [0.594, -1.012, -1.711], [1.996, -1.548, -0.882], [1.694, 1.632, 1.385], [2.395, 0.000, 1.228], [2.666, 2.114, -1.161], [3.532, 0.758, -1.031], [3.847, 2.095, 0.307], [-1.877, 2.002, 0.272], [-0.530, 2.595, 0.521], [-3.137, -2.396, 0.783]],
  "total_charge": -1,
  "e_tot_ha": -1256.5241,
  "smiles": "CCC(CC)=C(N)O[P@](=O)([O-])S",
  "de_lowest_ev": 2.908,
  "multiplicity": 1,
  "e_homo_ev": -3.77,
  "lumo_ev": 3.294,
  "max_force_ev_per_a": 4.00
}

Record 4
{
  "formula": "C6H13NO4",
  "method": "ωB97M-V/def2-TZVPD",
  "elements": ["C", "C", "C", "C", "C", "C", "H", "H", "H", "H", "H", "H", "H", "H", "H", "H", "H", "H", "H", "N", "O", "O", "O", "O"],
  "xyz": [[-1.185, -0.659, -0.086], [-0.210, -1.128, 1.045], [1.105, -0.990, 0.188], [1.866, 0.380, 0.256], [0.592, 1.371, -0.237], [-0.703, 0.654, -0.834], [-3.825, -1.095, -0.766], [-2.973, -1.118, 1.640], [-0.969, -1.666, -0.856], [0.108, -0.599, 2.029], [-0.484, -2.077, 1.302], [1.908, -1.672, 0.673], [1.763, -0.994, -1.697], [2.105, 0.764, 1.292], [4.029, 1.090, 0.198], [1.159, 2.069, -1.102], [-0.972, 2.050, 0.849], [-0.734, 0.418, -1.973], [-2.546, 1.044, -0.708], [-2.786, -0.423, 0.080], [1.057, -1.483, -1.109], [3.143, 0.447, -0.380], [0.279, 1.875, 0.925], [-1.727, 1.741, -0.732]],
  "e_tot_ha": -591.6828,
  "de_lowest_ev": 12.289,
  "multiplicity": 1,
  "e_homo_ev": -8.43,
  "lumo_ev": -0.945,
  "max_force_ev_per_a": 7.47
}

Record 5
{
  "formula": "C6H13NO5",
  "method": "ωB97M-V/def2-TZVPD",
  "elements": ["O", "C", "C", "N", "C", "O", "C", "O", "C", "O", "C", "O", "H", "H", "H", "H", "H", "H", "H", "H", "H", "H", "H", "H", "H"],
  "xyz": [[3.047, 0.443, 1.390], [2.083, -0.333, 1.639], [1.123, -0.462, 0.289], [0.788, 0.718, -0.442], [-0.168, 0.370, -1.603], [0.112, 1.255, -2.639], [-1.554, 0.405, -0.882], [-2.670, -0.290, -1.442], [-1.312, 0.128, 0.674], [-0.862, 1.441, 1.395], [-0.268, -1.035, 0.541], [-0.686, -2.004, 1.583], [2.662, 1.340, 1.039], [2.452, -1.557, 1.854], [1.474, 0.104, 2.459], [1.701, -0.943, -0.469], [1.518, 1.247, -1.055], [-0.203, -0.691, -2.169], [-0.786, 1.222, -3.090], [-1.966, 1.501, -1.175], [-3.347, 0.268, -0.933], [-2.368, -0.056, 1.089], [0.204, 1.396, 0.890], [-0.645, -1.455, -0.499], [-0.330, -3.012, 1.558]],
  "e_tot_ha": -667.1286,
  "smiles": "OC[C@@H]1N[C@H](O)[C@@H](O)[C@H](O)[C@@H]1O",
  "de_lowest_ev": 6.480,
  "multiplicity": 1,
  "e_homo_ev": -9.26,
  "lumo_ev": 0.528,
  "max_force_ev_per_a": 8.46
}

Record 6
{
  "formula": "C6H13NP",
  "method": "ωB97M-V/def2-TZVPD",
  "elements": ["C", "C", "C", "C", "C", "C", "N", "P", "H", "H", "H", "H", "H", "H", "H", "H", "H", "H", "H", "H", "H"],
  "xyz": [[2.411, 1.031, 1.015], [-1.775, -1.560, 1.474], [1.120, 0.804, 1.179], [-1.610, 1.857, -0.655], [1.370, -2.279, -1.167], [-0.640, 0.833, -1.232], [-1.146, -0.549, 1.085], [0.118, -0.224, 0.078], [2.955, 1.672, 1.690], [2.985, 0.601, 0.209], [-2.584, -1.412, 2.182], [-1.578, -2.582, 1.156], [0.549, 1.212, 2.006], [-1.119, 2.517, 0.056], [-2.004, 2.465, -1.466], [-2.447, 1.368, -0.162], [1.272, -3.034, -0.410], [2.345, -1.852, -1.310], [0.738, -2.356, -2.032], [0.186, 1.318, -1.758], [-1.146, 0.171, -1.938]],
  "total_charge": 1,
  "e_tot_ha": -632.1658,
  "de_lowest_ev": 1.408,
  "multiplicity": 1,
  "e_homo_ev": -13.31,
  "lumo_ev": -4.931,
  "max_force_ev_per_a": 2.72
}

Record 7
{
  "formula": "C6H13NS",
  "method": "ωB97M-V/def2-TZVPD",
  "elements": ["C", "C", "C", "C", "C", "C", "N", "S", "H", "H", "H", "H", "H", "H", "H", "H", "H", "H", "H", "H", "H"],
  "xyz": [[1.515, -0.683, 0.622], [1.021, 0.237, 1.740], [0.062, -0.654, 0.936], [-0.641, -1.804, 1.509], [-0.435, 2.875, -1.079], [-0.831, -1.041, -2.067], [0.154, 1.617, -0.479], [-0.881, 0.496, -0.099], [2.053, -0.170, -0.112], [2.100, -1.562, 0.721], [1.214, -0.093, 2.768], [1.009, 1.297, 1.623], [0.019, -2.266, 2.159], [-0.662, -2.474, 0.659], [-1.699, -1.717, 1.934], [0.280, 3.564, -0.878], [-1.572, 3.057, -0.844], [-0.360, 2.564, -2.191], [0.288, -1.006, -1.995], [-1.322, -0.258, -2.734], [-1.313, -1.980, -2.193]],
  "e_tot_ha": -689.1464,
  "de_lowest_ev": 5.649,
  "multiplicity": 1,
  "e_homo_ev": [-7.48, -7.33],
  "lumo_ev": [0.382, 0.465],
  "max_force_ev_per_a": 6.19
}

Record 8
{
  "formula": "C6H13NS",
  "method": "ωB97M-V/def2-TZVPD",
  "elements": ["C", "S", "C", "C", "C", "C", "C", "N", "H", "H", "H", "H", "H", "H", "H", "H", "H", "H", "H", "H", "H"],
  "xyz": [[-3.499, -0.208, -1.182], [-1.969, 0.716, -1.498], [-0.787, -0.076, -0.509], [0.272, 0.565, -0.009], [0.599, 1.975, -0.237], [1.324, -0.158, 0.836], [1.050, -1.629, 1.082], [2.678, 0.099, 0.278], [-3.374, -1.280, -1.215], [-4.002, 0.109, -0.251], [-4.163, 0.109, -1.937], [-0.935, -1.162, -0.394], [0.649, 2.533, 0.754], [1.557, 2.058, -0.704], [-0.112, 2.493, -0.890], [1.351, 0.291, 1.828], [1.827, -2.022, 1.758], [0.081, -1.793, 1.505], [1.132, -2.172, 0.096], [2.997, -0.602, -0.357], [3.324, 0.155, 1.045]],
  "e_tot_ha": -689.3257,
  "smiles": "CS/C=C(\\C)[C@@H](C)N",
  "de_lowest_ev": 0.771,
  "multiplicity": 1,
  "e_homo_ev": -7.86,
  "lumo_ev": 0.952,
  "max_force_ev_per_a": 2.06
}

Record 9
{
  "formula": "C6H13O",
  "method": "ωB97M-V/def2-TZVPD",
  "elements": ["C", "C", "C", "C", "C", "C", "O", "H", "H", "H", "H", "H", "H", "H", "H", "H", "H", "H", "H", "H"],
  "xyz": [[0.155, 2.514, -2.049], [0.817, 1.178, -1.663], [0.318, 0.675, -0.312], [0.829, -0.717, 0.117], [-0.298, -1.726, 0.254], [-1.170, -1.383, 1.521], [-0.503, -0.885, 2.541], [-0.939, 2.472, -2.083], [0.544, 3.334, -1.449], [0.491, 2.723, -3.068], [0.688, 0.482, -2.487], [1.853, 1.469, -1.503], [-0.772, 0.744, -0.203], [0.635, 1.380, 0.453], [1.194, -0.598, 1.131], [1.554, -1.116, -0.594], [-1.027, -1.689, -0.575], [-0.001, -2.787, 0.266], [-1.974, -0.713, 1.081], [-1.828, -2.289, 1.672]],
  "total_charge": -1,
  "e_tot_ha": -311.6149,
  "smiles": "CCCCCC[O-]",
  "de_lowest_ev": 0.468,
  "multiplicity": 1,
  "e_homo_ev": -2.22,
  "lumo_ev": 3.728,
  "max_force_ev_per_a": 1.68
}

Record 10
{
  "formula": "C6H13O",
  "method": "ωB97M-V/def2-TZVPD",
  "elements": ["C", "C", "C", "C", "C", "C", "O", "H", "H", "H", "H", "H", "H", "H", "H", "H", "H", "H", "H", "H"],
  "xyz": [[-0.722, 1.153, 0.349], [0.775, 1.199, 0.394], [0.295, -1.027, -0.172], [-1.186, -0.276, 0.419], [-2.434, -0.552, -0.559], [2.607, -0.226, -0.441], [1.176, 0.114, -0.459], [-1.197, 1.635, 1.133], [-1.116, 1.561, -0.602], [1.030, 2.097, 0.015], [1.019, 0.965, 1.460], [0.689, -1.468, 0.735], [0.313, -1.739, -0.984], [-1.351, -0.612, 1.451], [-2.576, 0.247, -1.241], [-3.288, -0.514, 0.165], [-2.450, -1.484, -0.919], [3.119, 0.649, -0.485], [2.832, -0.846, 0.419], [2.751, -0.872, -1.399]],
  "total_charge": 1,
  "e_tot_ha": -311.2949,
  "de_lowest_ev": 1.211,
  "multiplicity": 1,
  "e_homo_ev": -15.37,
  "lumo_ev": -2.775,
  "max_force_ev_per_a": 5.95
}

Record 11
{
  "formula": "C6H13O2",
  "method": "ωB97M-V/def2-TZVPD",
  "elements": ["C", "O", "C", "C", "C", "C", "C", "H", "H", "H", "H", "H", "H", "H", "H", "H", "H", "H", "H", "H", "O"],
  "xyz": [[1.329, 1.029, 2.344], [2.350, 1.810, 2.085], [1.128, -0.055, 1.233], [-0.264, -0.730, 1.485], [-1.242, -0.663, 0.373], [-1.264, -1.264, -0.803], [-1.976, -0.741, -2.041], [0.368, 1.644, 2.550], [1.465, 0.384, 3.323], [1.082, 0.430, 0.238], [1.918, -0.779, 1.082], [-0.040, -1.755, 1.818], [-0.770, -0.276, 2.353], [-1.975, 0.135, 0.534], [-0.829, -2.201, -1.169], [-1.277, -0.848, -2.877], [-2.274, 0.315, -1.976], [-2.913, -1.233, -2.375], [1.559, 1.091, -2.170], [1.577, 2.273, -3.080], [2.049, 1.434, -2.928]],
  "total_charge": -1,
  "e_tot_ha": -386.8191,
  "de_lowest_ev": 3.822,
  "multiplicity": 1,
  "e_homo_ev": -2.26,
  "lumo_ev": 3.347,
  "max_force_ev_per_a": 2.61
}

Number 8 is which compound? C6H13NS

Look up the multiplicity of the tenth one. 1